DFT (ωB97M-V/def2-TZVPD) results for a 18-piece molecular cluster, C72H198N18O18 overall.

As for the energy above the lowest of the compared OMol25 structures with the same formula, charge and spin: 409.77 kJ/mol. The value obtained for the gap between HOMO and LUMO is 8.526 eV. The total energy comes out at -141538.513 eV. As for the total charge: 0.

Structure (XYZ):
```
306
Properties=species:S:1:pos:R:3:forces:R:3
C -1.12485 -7.65164 -4.13475 -1.11 0.26 -0.97
C -2.38957 -7.33305 -5.02954 -0.42 -0.03 1.20
C -2.81796 -5.84289 -4.86086 0.41 -1.28 0.14
O -3.70139 -5.78936 -3.73505 0.87 0.92 -0.66
C -3.98000 -4.41317 -3.41576 -1.34 -1.21 0.16
N -2.21551 -7.86446 -6.36692 1.66 0.10 -0.86
H -0.26734 -7.06347 -4.46164 -0.04 0.13 -0.09
H -0.84022 -8.69996 -4.22480 -0.11 -0.07 0.13
H -1.34994 -7.40866 -3.09630 0.00 -0.07 -0.02
H -3.24866 -7.90808 -4.68401 -0.09 0.28 1.14
H -3.25856 -5.49289 -5.79439 -0.50 0.19 -0.05
H -1.96884 -5.19413 -4.64593 0.33 0.04 -0.11
H -4.54168 -3.99090 -4.24900 0.26 0.45 -0.04
H -3.14087 -3.78801 -3.11056 0.35 -0.22 -0.24
H -4.69126 -4.50167 -2.59455 0.07 0.32 0.16
H -2.94055 -7.78860 -7.06595 -0.40 0.45 0.50
H -2.05283 -8.85229 -6.23344 0.15 -0.10 -0.31
C 2.10465 2.06865 -5.68605 -0.39 -0.13 -1.34
C 2.08521 1.37235 -7.05046 -0.49 0.00 -0.64
C 2.91765 2.09171 -8.12105 0.97 -0.83 -0.36
O 3.08700 1.31082 -9.32298 -0.23 -0.14 -0.08
C 3.66265 1.99147 -10.46527 -1.08 -0.64 1.04
N 2.42816 -0.00868 -6.83798 0.58 -0.81 -0.18
H 3.10744 2.01288 -5.26251 0.02 0.36 0.08
H 1.40970 1.52684 -5.04449 0.00 0.17 0.09
H 1.73124 3.07418 -5.87987 0.30 0.22 0.74
H 1.06913 1.36419 -7.44495 -0.29 0.22 0.12
H 3.93743 2.14776 -7.74027 0.19 0.95 0.33
H 2.44067 3.03838 -8.37482 0.26 0.33 0.15
H 4.65911 2.39709 -10.29022 0.02 0.10 0.26
H 2.95082 2.76514 -10.75312 0.25 0.27 -0.28
H 3.72032 1.23250 -11.24549 -0.01 0.12 0.02
H 2.82502 -0.41029 -7.67542 -0.31 -0.09 -0.61
H 3.21077 -0.09482 -6.20537 0.16 0.17 0.55
C 5.31938 3.59319 4.86858 -0.42 -1.67 -0.71
C 4.04748 3.51266 3.95757 0.72 -0.27 1.53
C 3.01869 2.44494 4.46253 1.51 -0.73 -0.56
O 2.22614 1.91512 3.39552 -0.03 0.72 1.04
C 1.19566 2.84120 3.03702 -0.27 -0.58 0.58
N 3.41701 4.77609 3.98764 -1.09 2.37 0.07
H 4.96925 3.68258 5.89694 0.29 0.47 0.10
H 6.04347 4.33814 4.53868 -0.44 0.47 0.21
H 5.88969 2.66520 4.82778 -0.07 -0.33 0.06
H 4.33830 3.39913 2.91324 -0.07 -0.89 0.05
H 2.37641 2.70386 5.30429 -0.23 1.10 -0.17
H 3.58963 1.65548 4.95127 0.19 -0.61 -0.73
H 1.57607 3.58448 2.33636 -0.45 -0.13 -0.23
H 0.77972 3.35246 3.90519 0.48 0.34 0.32
H 0.33502 2.23091 2.76325 0.12 0.09 -1.01
H 3.20343 5.03526 4.94018 -0.56 -0.29 0.42
H 4.09109 5.50359 3.79669 0.25 0.17 -0.70
C 2.00093 -3.89538 0.06491 1.19 -1.10 -1.41
C 3.39073 -3.54902 0.60950 -0.49 2.50 -0.70
C 4.18919 -2.68678 -0.49559 0.47 -1.33 0.99
O 5.49599 -2.35360 0.02930 -0.83 -0.60 -0.38
C 6.52582 -2.42427 -0.94892 -0.42 0.29 1.38
N 3.08980 -2.75342 1.79489 0.39 -0.32 0.49
H 1.47574 -3.00342 -0.27667 -0.29 0.12 0.65
H 1.44285 -4.58900 0.69381 -0.06 0.58 0.29
H 2.14557 -4.44304 -0.86636 -0.02 -0.28 -0.29
H 4.01613 -4.40197 0.87306 -0.13 -0.12 -0.11
H 3.71311 -1.76709 -0.83561 -0.48 0.10 0.40
H 4.35592 -3.29506 -1.38457 -0.13 -0.27 -0.11
H 7.41267 -2.24101 -0.34229 0.36 -0.13 -0.47
H 6.39469 -1.60907 -1.66049 0.13 -0.19 -0.49
H 6.52819 -3.42541 -1.37999 0.23 0.13 -0.37
H 3.88486 -2.23754 2.14397 0.42 -0.24 0.15
H 2.45064 -2.01311 1.54289 -0.17 0.14 -0.12
C 3.59359 -1.81959 -3.79176 -1.23 -0.91 1.57
C 4.45988 -2.17868 -4.95976 0.36 0.48 0.48
C 3.82113 -3.12571 -5.99458 0.03 0.83 -0.30
O 3.31167 -4.27021 -5.38954 0.26 -1.22 0.89
C 2.43282 -5.04057 -6.18222 -1.15 0.80 -0.56
N 4.94546 -0.90788 -5.55726 -0.36 -0.54 -0.54
H 2.61330 -1.35755 -3.90866 0.24 0.60 -0.74
H 4.13913 -1.32863 -2.98586 0.23 0.61 -0.40
H 3.30136 -2.72056 -3.25236 0.09 -0.54 -0.25
H 5.25803 -2.71598 -4.44754 0.51 -0.33 -0.46
H 4.56566 -3.40826 -6.73886 0.30 0.04 -0.21
H 3.02475 -2.59801 -6.51936 -0.26 0.25 -0.11
H 2.04859 -5.95633 -5.73295 0.65 0.14 0.67
H 2.75202 -5.31766 -7.18693 0.79 0.12 -0.02
H 1.54757 -4.42641 -6.34724 -0.37 0.11 -0.16
H 5.26700 -1.00869 -6.50939 0.20 -0.17 -0.08
H 5.66586 -0.42729 -5.03750 0.00 -0.31 0.25
C 1.88069 5.46526 -2.78102 1.02 -0.58 0.05
C 1.61055 5.55133 -1.29595 -1.24 0.14 0.40
C 2.63490 6.25610 -0.46114 1.42 1.35 -0.55
O 3.91340 5.61816 -0.33325 -0.83 -0.25 -0.04
C 3.78176 4.41608 0.41804 0.45 0.70 -0.82
N 0.32480 6.25513 -1.07229 0.42 -0.27 -0.56
H 1.15830 4.83110 -3.29490 -0.29 0.32 -0.02
H 2.83058 4.94704 -2.91237 0.27 -0.11 -0.04
H 2.01549 6.42376 -3.28224 -0.42 0.14 0.16
H 1.56862 4.54048 -0.89034 -0.25 -0.48 -0.15
H 2.24616 6.54021 0.51675 -0.22 -0.41 0.35
H 2.87817 7.20760 -0.93397 -0.07 0.17 -0.15
H 4.80340 4.04966 0.51848 -0.08 -0.16 0.45
H 3.21493 3.68514 -0.15862 -0.10 -0.29 0.26
H 3.28937 4.67572 1.35519 0.09 -0.44 0.31
H 0.02273 6.17410 -0.11193 0.20 0.08 0.57
H -0.37498 5.71519 -1.56103 -0.28 0.07 -0.43
C -2.19047 5.20375 -7.56409 0.02 0.54 1.03
C -1.65704 5.32594 -6.09676 -0.26 -0.65 -1.02
C -2.39807 4.42018 -5.08705 -0.90 0.48 0.61
O -3.83181 4.69538 -4.99473 0.82 0.19 -0.81
C -4.47499 4.05974 -3.90678 0.47 0.27 -0.08
N -0.19956 5.02504 -6.06463 -0.77 -0.09 0.31
H -1.71675 6.04283 -8.07362 0.01 -0.23 -0.49
H -3.26872 5.34364 -7.64094 -0.04 -0.02 0.17
H -1.93625 4.25193 -8.03047 0.15 -0.02 0.05
H -1.71425 6.38672 -5.85272 -0.44 -0.13 0.52
H -1.96687 4.54836 -4.09421 0.20 0.16 0.13
H -2.29315 3.36146 -5.32410 0.23 -0.20 -0.37
H -4.24677 4.59458 -2.98486 0.14 -0.11 0.28
H -4.15778 3.02086 -3.81611 0.05 -0.21 0.06
H -5.55690 4.08240 -4.03741 0.07 0.10 -0.32
H 0.27963 5.80299 -6.49505 0.16 0.10 0.01
H -0.03324 4.23317 -6.66909 0.09 -0.25 -0.08
C -2.60883 7.51171 2.93370 -0.55 -0.12 1.13
C -1.68169 7.41645 1.75868 -0.36 -0.14 0.11
C -0.66452 8.53915 1.73403 -0.37 -0.10 -0.64
O 0.29975 8.48343 2.77645 -0.19 -1.56 -1.09
C 1.22218 9.50881 2.61221 -0.02 1.41 1.24
N -0.97781 6.13941 1.68810 0.61 0.71 0.69
H -2.11551 7.54211 3.90521 0.51 0.14 -0.02
H -3.23726 6.62475 3.01411 -0.32 0.07 -0.34
H -3.22740 8.40822 2.89174 -0.17 -0.03 -0.11
H -2.31891 7.49027 0.87744 0.18 0.33 -0.34
H -1.17968 9.49702 1.80610 -0.15 0.26 -0.10
H -0.22793 8.44447 0.73978 0.64 0.33 -0.02
H 1.85054 9.64338 1.73178 -0.32 -0.96 -0.66
H 1.91300 9.47469 3.45464 -0.14 0.04 0.12
H 0.60299 10.40394 2.67102 0.43 0.75 0.13
H -1.59605 5.37262 1.91149 -0.34 0.03 -0.23
H -0.44020 6.22785 2.53854 0.99 -0.53 0.15
C -5.32316 -0.67073 -2.49776 -0.08 0.06 -1.13
C -6.36649 -0.09221 -3.50457 -0.01 -1.24 0.67
C -6.45634 -0.81858 -4.88856 1.42 1.25 1.58
O -6.57022 -2.19697 -4.71707 0.95 -1.42 -1.39
C -6.27744 -2.88319 -6.00551 -1.21 0.26 1.31
N -7.60439 -0.22878 -2.78315 -1.03 -0.14 0.49
H -5.59522 -1.61447 -2.02506 -0.15 -0.46 -0.81
H -5.20014 -0.07447 -1.59363 0.23 0.72 -0.55
H -4.44433 -0.75475 -3.13707 0.69 -0.25 0.79
H -6.03942 0.93455 -3.66858 -0.47 0.25 -0.19
H -5.50144 -0.56543 -5.34918 0.05 -0.07 -0.69
H -7.28705 -0.36586 -5.42990 -0.15 -0.08 -0.31
H -5.41225 -2.48146 -6.53294 -0.25 0.53 0.02
H -7.23624 -2.82667 -6.52088 0.36 0.18 -0.76
H -6.06815 -3.94741 -5.89712 -0.10 0.04 0.77
H -8.44388 -0.11332 -3.33272 -0.07 0.66 -0.45
H -7.63498 -1.22693 -2.63201 -0.18 -0.31 0.60
C -5.10352 -3.00236 0.77283 0.19 0.13 0.24
C -4.90998 -4.51517 0.87192 0.91 0.70 0.35
C -3.39397 -4.85282 0.81859 -1.01 -0.91 0.18
O -2.65541 -4.41366 1.95580 1.29 -0.34 -1.27
C -1.26771 -4.93128 1.90377 -1.26 0.84 0.87
N -5.56634 -5.06257 2.04089 -0.37 -0.39 0.53
H -6.14523 -2.70073 0.66346 -0.10 -0.18 -0.29
H -4.50008 -2.58442 -0.03295 -0.12 0.14 -0.11
H -4.78499 -2.54690 1.71049 0.27 0.05 0.05
H -5.37459 -5.00197 0.01445 0.21 -0.02 -0.29
H -3.03111 -4.50286 -0.14782 0.43 0.53 0.04
H -3.30680 -5.93767 0.75868 -0.04 -0.35 0.08
H -1.25404 -6.01494 2.02037 -0.13 -0.06 0.20
H -0.79548 -4.41465 2.73935 0.12 -0.37 0.11
H -0.65987 -4.69342 1.03081 -0.64 0.34 -0.48
H -5.05136 -4.95330 2.90283 0.57 0.05 -0.10
H -6.41025 -4.53445 2.21122 -0.34 -0.10 -0.11
C 0.01301 -0.46410 1.07975 -2.18 -0.28 -0.17
C 1.11672 0.10389 0.24465 0.18 -0.46 0.36
C 0.85514 1.45691 -0.45239 -0.81 -0.33 0.28
O -0.25593 1.45057 -1.38965 1.71 -0.45 0.36
C -0.02268 0.51760 -2.46471 -1.67 0.21 0.85
N 2.25306 0.12273 1.15561 0.19 0.61 -1.05
H 0.18058 -1.46448 1.47882 0.58 -0.02 -0.11
H -0.93225 -0.56394 0.54624 -0.09 0.05 -0.42
H -0.27907 0.14269 1.93684 0.42 0.38 0.14
H 1.37672 -0.60608 -0.54049 -0.04 -0.23 -0.13
H 1.76800 1.81432 -0.92889 0.22 -0.19 -0.35
H 0.65537 2.19245 0.32683 -0.42 0.16 -0.02
H 0.83335 0.75483 -3.09641 0.18 -0.02 0.20
H -0.95027 0.55097 -3.03618 0.19 0.23 -0.31
H -0.04080 -0.49415 -2.05959 0.58 -0.13 -0.21
H 2.04360 0.56157 2.04085 -0.16 0.23 0.08
H 2.92456 0.70315 0.67364 0.62 0.21 0.16
C -2.35159 -2.92530 8.10676 -0.27 1.72 -0.40
C -3.82505 -3.27980 7.80177 1.27 0.39 0.25
C -4.27780 -2.86481 6.33867 0.93 0.08 2.01
O -4.14517 -1.42373 6.28828 0.02 -1.44 -1.33
C -4.28103 -1.05220 4.90795 -0.51 1.12 0.76
N -3.80285 -4.68123 8.09303 -1.11 -1.89 -1.56
H -2.13866 -1.86372 7.98104 -0.13 0.18 -0.12
H -1.67716 -3.44145 7.42351 -0.18 -0.29 0.07
H -2.06087 -3.12834 9.13746 -0.21 -0.37 0.01
H -4.54126 -2.89581 8.52820 0.14 1.30 -0.19
H -5.29266 -3.20086 6.12604 -0.40 0.24 0.19
H -3.66891 -3.34661 5.57367 0.48 0.02 0.05
H -5.29730 -1.27606 4.58362 -0.02 -0.29 -0.31
H -3.53268 -1.46541 4.23169 0.09 -0.43 0.18
H -4.20533 0.03412 4.86039 0.08 0.06 0.11
H -3.45412 -4.91713 9.01109 -0.08 0.30 -0.01
H -4.75246 -5.01120 7.99575 -0.04 -0.65 0.26
C -2.64316 -1.05995 -5.92318 1.24 0.63 -0.04
C -1.12034 -0.86999 -5.82086 -0.27 -1.02 1.13
C -0.34020 -2.09493 -5.25836 -0.09 -0.14 0.05
O -0.66757 -2.40870 -3.91577 -0.84 0.34 -0.17
C 0.15614 -3.34146 -3.25204 0.32 0.66 -0.31
N -0.51959 -0.51391 -7.08727 -0.55 -0.04 0.34
H -3.02125 -1.46571 -4.98483 -0.22 -0.17 -0.22
H -2.88429 -1.63792 -6.81533 -0.25 -0.25 0.18
H -2.97871 -0.03227 -6.06236 -0.63 -0.14 -0.08
H -1.00612 -0.04335 -5.11963 0.41 0.07 0.07
H 0.73088 -1.95310 -5.40256 0.40 0.63 0.46
H -0.48114 -2.96380 -5.90126 -0.70 -0.42 -0.24
H 0.49356 -4.13484 -3.91897 -0.14 -0.31 0.00
H -0.38050 -3.72394 -2.38381 -0.06 -0.12 -0.15
H 1.04490 -2.81413 -2.90544 0.26 -0.12 0.20
H 0.46176 -0.57857 -6.85730 0.74 0.29 -0.70
H -0.72252 -1.28997 -7.70098 0.07 -0.10 -0.52
C -6.21072 2.92852 8.08843 1.12 -0.25 0.58
C -4.97461 2.97029 7.17594 0.48 -0.25 -0.27
C -3.70585 2.18520 7.54025 -0.75 -0.17 0.45
O -2.67767 2.43273 6.54634 -1.32 1.23 0.38
C -1.69903 1.43654 6.43254 -0.56 -0.61 0.74
N -5.39422 2.47462 5.87534 -0.09 0.22 0.08
H -6.66895 1.94045 8.04533 -0.15 0.10 -0.21
H -6.90939 3.71873 7.81363 -0.08 -0.19 -0.20
H -5.95760 3.10244 9.13427 0.13 0.10 0.09
H -4.60767 3.99144 7.07242 -0.14 0.50 0.23
H -3.96809 1.13110 7.63093 0.19 -0.38 -0.52
H -3.48446 2.47693 8.56689 0.99 0.32 0.02
H -1.04406 1.53635 5.56699 -0.29 0.52 -0.15
H -2.27061 0.51390 6.33188 0.60 -0.62 0.18
H -1.08153 1.47470 7.32994 0.22 -0.50 0.08
H -6.10350 3.14035 5.60359 -0.19 -0.10 -0.81
H -4.56755 2.61552 5.31245 -0.24 -0.09 -0.58
C 3.04091 -5.22838 6.61183 -1.30 0.24 -0.70
C 1.53727 -5.53996 6.37729 0.74 0.14 0.35
C 1.22988 -5.76082 4.88372 0.28 1.04 0.36
O 1.98760 -6.82345 4.40726 0.75 -1.43 0.25
C 2.73127 -6.55273 3.24991 -0.09 0.40 0.00
N 1.18467 -6.64268 7.25404 -0.26 -0.04 -0.24
H 3.67182 -6.11506 6.54979 -0.05 0.05 -0.03
H 3.10622 -4.75375 7.59089 0.32 -0.10 -0.10
H 3.25952 -4.51695 5.81548 0.69 0.12 0.23
H 1.02221 -4.65367 6.74782 -0.30 0.08 -0.28
H 1.51708 -4.85570 4.34859 0.03 0.38 -0.04
H 0.18023 -5.92725 4.64154 -0.36 -0.14 0.37
H 3.37470 -7.39222 2.98652 -0.44 -0.27 0.03
H 3.40852 -5.71000 3.38867 -0.03 0.35 0.09
H 2.01335 -6.29971 2.46973 0.26 -0.07 -0.58
H 0.18824 -6.78853 7.17688 -0.26 -0.27 0.14
H 1.63036 -7.45176 6.84554 0.02 -0.46 0.13
C 4.46715 -1.86929 6.74175 -0.44 -0.59 -0.58
C 4.03867 -1.63711 5.27768 -0.43 0.08 0.87
C 2.51555 -1.19621 5.23405 2.12 -0.14 -0.66
O 1.69067 -2.26709 5.66463 1.13 0.62 -0.04
C 0.33853 -2.10801 5.38877 -0.40 -0.33 -0.37
N 4.94352 -0.65855 4.70838 -0.35 1.17 0.94
H 4.59900 -0.90874 7.23979 -0.24 -0.01 0.05
H 5.39882 -2.42584 6.84347 0.18 0.04 -0.25
H 3.70436 -2.49467 7.20560 0.00 0.25 0.34
H 4.14471 -2.53547 4.66956 -0.53 -0.60 0.29
H 2.39677 -0.88375 4.19658 -0.77 -0.43 -0.48
H 2.39048 -0.25572 5.77064 -0.22 -0.07 0.74
H -0.13771 -3.05531 5.64157 -0.14 0.09 0.12
H 0.17411 -1.94557 4.32356 -0.04 0.16 -0.29
H -0.13714 -1.29972 5.94419 0.01 0.17 0.20
H 5.88673 -1.01614 4.75931 0.03 0.04 -0.15
H 4.75548 -0.36022 3.76194 0.06 -0.56 -0.18
C -3.46123 2.01644 -0.73220 -1.41 0.65 1.72
C -3.01936 3.26689 0.14011 1.54 -1.42 -2.25
C -2.83420 2.90523 1.59693 -1.09 -0.31 -0.49
O -2.57854 4.05054 2.35627 -0.52 -0.05 0.07
C -2.56805 3.74769 3.71670 -0.05 0.36 0.83
N -1.79425 3.79113 -0.46652 0.01 0.70 -0.12
H -4.51290 1.90194 -0.46961 -0.44 -0.04 -0.07
H -3.08969 1.04316 -0.41157 0.84 0.17 -0.36
H -3.48957 2.19134 -1.80771 0.71 0.01 0.19
H -3.79839 4.00025 -0.06818 -0.06 0.19 0.72
H -2.04124 2.18129 1.78460 0.32 -0.24 -0.43
H -3.76210 2.43652 1.92466 -0.30 -0.12 0.38
H -1.75798 3.06487 3.97287 0.13 -0.08 0.04
H -3.50487 3.30533 4.05549 -0.06 -0.13 -0.31
H -2.46501 4.67452 4.28103 0.24 0.01 -0.05
H -1.41186 4.58005 0.03495 -0.08 0.09 0.16
H -1.05314 3.11331 -0.57339 -0.31 -0.28 -0.10
C 7.24019 0.83350 2.13060 -0.06 0.54 -0.52
C 5.81482 0.85570 1.54439 1.72 1.14 -0.28
C 5.88201 1.07066 0.01696 -1.09 0.42 -0.40
O 4.55818 1.03414 -0.62492 0.35 -0.33 1.26
C 4.51271 1.48105 -1.96881 0.69 -0.05 0.86
N 5.09442 -0.28973 1.89478 -1.32 -0.72 -0.51
H 7.86277 0.00939 1.78228 -0.22 -0.24 -0.05
H 7.21114 0.82498 3.22018 -0.11 -0.09 -0.05
H 7.74259 1.74693 1.81225 0.22 0.13 0.14
H 5.32402 1.69382 2.03913 -0.08 0.42 -0.34
H 6.42926 0.27952 -0.49559 0.55 0.03 0.26
H 6.34671 2.04728 -0.11857 0.10 0.13 -0.54
H 4.76970 2.53928 -1.92175 -0.27 0.24 -0.73
H 3.52846 1.25191 -2.37729 -0.05 0.34 0.15
H 5.23793 0.94415 -2.58027 0.27 -0.03 -0.16
H 5.27399 -0.95324 1.15478 0.37 -0.84 0.19
H 4.15876 -0.01699 1.62971 -0.55 -0.59 0.51
```
Positions in Å, forces in eV/Å.

Atomic partial charges in e from the Löwdin method, atoms 1 to 5: -0.04, -0.40, -0.19, -0.18, -0.08